Entry 1:
2 unconnected molecules or ions with the total composition C4H4N2O3S in a non-equilibrium geometry. Source: OMol25; level of theory: ωB97M-V with the def2-TZVPD basis set.

Geometry as ORCA input:
```
! wB97M-V def2-TZVPD RIJCOSX def2/J DEFGRID3
* xyz 0 1
O -1.70388 -0.50487 -2.21211
S -1.98839 -1.00234 -0.66432
C -0.36953 -0.97431 -0.03391
C 0.83028 -0.60636 -0.58851
C 1.74056 -0.82426 0.46513
N 1.14147 -1.27880 1.52805
O -0.18282 -1.37873 1.22572
H -1.56082 -1.26090 -2.79534
H 1.01202 -0.22764 -1.57015
H 2.79932 -0.67241 0.47335
N 0.20937 2.26707 0.74678
C -0.83801 1.93231 1.20671
O -1.78890 1.40657 1.59107
H 0.69934 3.12465 0.62753
*
```

Summary:
HOMO energy	-8.6	eV
energy above the lowest of the compared OMol25 structures with the same formula, charge and spin	1.721	eV
gap between HOMO and LUMO	0.3254	Eh
SMILES string	OSc1ccno1.N=C=O

Here is what Mulliken gives for the atomic charges, in e: O -0.473; S 0.107; C 0.150; C 0.029; C -0.527; N -0.424; O -0.132; H 0.347; H 0.441; H 0.434; N -0.418; C 0.626; O -0.407; H 0.247

***

Entry 2:
A molecular structure, C14H18Cl4N2O2S2 in a non-equilibrium geometry. Source: OMol25; level of theory: ωB97M-V with the def2-TZVPD basis set.

Geometry as ORCA input:
```
! wB97M-V def2-TZVPD RIJCOSX def2/J DEFGRID3
* xyz 0 1
C -2.68740 -0.99527 -3.25202
C -3.40898 -1.11786 -1.91195
O -4.61354 -1.08023 -1.85963
O -2.66628 -1.28669 -0.75951
C -2.86004 -2.61266 -0.21835
C -1.79333 -2.75461 0.92166
C -1.74349 -1.39618 1.64960
C -0.61351 -0.53485 1.39042
C -0.56441 0.68969 1.98575
S 0.83295 1.74703 1.58956
C -1.63442 1.06580 2.85930
N -1.70386 2.24865 3.49723
S -3.08194 2.15509 4.34980
N -3.65352 0.68727 3.97208
C -2.75639 0.18142 3.11723
C -2.78800 -1.09814 2.46244
H -2.94180 -1.90098 -3.82645
H -3.06527 -0.12932 -3.81181
H -1.59915 -0.94550 -3.11908
H -2.74174 -3.37642 -0.99955
H -3.84250 -2.64068 0.27914
H -0.82698 -2.95290 0.42966
H -2.03001 -3.58106 1.60327
H 0.15373 -0.89514 0.70691
H 0.62911 1.98987 0.26802
H -3.64419 -1.75112 2.63649
Cl 3.45987 -2.17064 -3.06569
C 2.17516 -1.40405 -4.03214
C 1.71734 -0.09634 -3.43499
Cl 0.83557 -0.32911 -1.90297
H 1.35331 -2.11157 -4.12161
H 2.58704 -1.22989 -5.02552
H 1.03336 0.40264 -4.12113
H 2.55464 0.57103 -3.24288
Cl 6.90874 2.80442 1.17836
C 5.64649 3.63864 2.12082
C 4.27356 3.06873 1.86452
Cl 3.69398 3.42560 0.21743
H 5.69064 4.69824 1.87851
H 5.90406 3.51640 3.17218
H 3.55564 3.51114 2.55446
H 4.25554 1.98955 2.00045
*
```

Summary:
HOMO energy	-8.8	eV
energy above the lowest of the compared OMol25 structures with the same formula, charge and spin	0.506	eV
gap between HOMO and LUMO	0.3028	Eh

Here is what Mulliken gives for the atomic charges, in e: C -0.564; C 0.464; O -0.546; O -0.044; C -0.448; C -1.297; C 0.823; C -0.530; C -0.269; S -0.225; C 0.911; N -0.619; S 0.161; N -0.676; C 0.424; C -0.740; H 0.284; H 0.330; H -0.066; H 0.447; H 0.274; H 0.362; H 0.358; H 0.596; H 0.140; H 0.427; Cl -0.182; C -0.390; C -0.697; Cl -0.030; H 0.279; H 0.335; H 0.314; H 0.396; Cl -0.189; C -0.505; C -0.422; Cl -0.193; H 0.322; H 0.333; H 0.308; H 0.343

***

> Look up the HOMO energy of the second one.

-8.8 eV

***

> Which formula does entry 2 have?

C14H18Cl4N2O2S2